1.
# C8H14IN4O

A 2-piece molecular cluster, C8H14IN4O overall (ωB97M-V/def2-TZVPD, OMol25).

Output
Total energy = -904.63676 a.u.
Energy above the lowest of the compared OMol25 structures with the same formula, charge and spin = 343.3 kJ/mol
LUMO (alpha / beta) = -6.56 / -6.56 eV
E_HOMO (alpha / beta) = -12.9 / -12.9 eV
Net charge = +1
F_max = 0.0891 hartree/bohr

Geometry (Å):
C -0.053 1.241 0.327
C -0.552 0.128 1.073
C 2.472 1.632 -0.345
C 2.423 2.014 -1.724
C -2.835 -0.603 -0.131
C -1.613 -2.228 1.128
C -0.643 -1.469 -1.022
C -1.316 -1.057 0.241
N 0.532 -0.323 1.829
N 1.531 0.312 1.724
N 2.345 2.467 0.715
N 1.390 1.333 0.620
O -0.501 1.950 -0.493
I 3.933 -1.044 0.240
H -1.533 0.292 1.594
H 3.117 2.787 -2.026
H 1.652 2.649 -2.069
H 2.636 1.239 -2.587
H -2.841 0.342 -0.735
H -3.534 -0.533 0.701
H -3.094 -1.379 -0.812
H -2.361 -1.927 1.929
H -2.161 -3.071 0.726
H -0.648 -2.578 1.478
H -1.061 -2.329 -1.515
H 0.425 -1.733 -0.825
H -0.678 -0.554 -1.644
H 2.969 2.442 1.603

2.
# C3H5NO4

C3H5NO4 as an isolated structure (ωB97M-V/def2-TZVPD, OMol25).

Output
Total energy = -472.92980 a.u.
Energy above the lowest of the compared OMol25 structures with the same formula, charge and spin = 366.6 kJ/mol
LUMO = -0.39 eV
E_HOMO = -10.2 eV
Net charge = 0
F_max = 0.1893 hartree/bohr

Geometry (Å):
C 0.842 0.932 -0.414
C -0.052 0.038 0.494
C -0.666 -1.041 -0.076
H 0.405 2.572 0.658
H 1.852 3.042 -0.380
H 0.860 -0.300 1.436
H -1.681 -0.140 1.613
H 0.840 -1.453 -1.239
N 0.939 2.211 -0.073
O 1.413 0.426 -1.400
O -0.889 0.598 1.494
O -0.199 -1.756 -1.042
O -1.523 -1.615 0.746

3.
# C39H92NO39P7

A 11-piece molecular cluster, C39H92NO39P7 overall (ωB97M-V/def2-TZVPD, OMol25).

Output
Total energy = -6920.27994 a.u.
Structure (SMILES) = O=[N+]([O-])c1ccccc1.COP(=O)(OC)OC.COP(=O)(OC)OC.COP(=O)(OC)OC.COP(=O)(OC)OC.COP(=O)(OC)OC.COP(=O)(OC)OC.COP(=O)(OC)OC.CCOC(=O)OC.CCOC(=O)OC.CCOC(=O)OC
LUMO = -0.48 eV
E_HOMO = -10.1 eV
Net charge = 0
F_max = 0.0700 hartree/bohr

Geometry (Å):
O -11.814 14.488 9.583
N -11.405 14.828 8.496
O -10.710 15.801 8.290
C -11.818 14.018 7.349
C -11.345 14.314 6.066
C -11.880 13.623 4.986
C -12.605 12.460 5.150
C -12.844 12.007 6.435
C -12.472 12.796 7.515
H -10.719 15.177 5.891
H -11.530 13.917 4.005
H -12.996 11.826 4.364
H -13.394 11.093 6.615
H -12.682 12.440 8.515
C -19.717 14.528 6.859
O -18.917 13.613 7.662
P -18.048 14.204 8.867
O -18.064 15.661 9.117
O -18.455 13.237 10.099
C -18.641 13.856 11.357
O -16.567 13.708 8.466
C -15.460 13.958 9.329
H -20.096 15.313 7.507
H -20.527 13.965 6.404
H -19.082 14.901 6.057
H -17.743 14.367 11.725
H -18.675 12.980 12.015
H -19.504 14.482 11.583
H -14.605 14.363 8.781
H -15.221 13.071 9.909
H -15.457 14.834 9.992
C -19.742 15.746 2.947
O -21.049 16.161 2.467
P -21.165 17.654 1.907
O -20.294 17.988 0.761
O -22.732 17.719 1.516
C -23.688 17.879 2.564
O -21.005 18.568 3.205
C -20.953 19.949 2.908
H -19.113 15.677 2.063
H -19.818 14.731 3.331
H -19.330 16.433 3.682
H -23.980 18.924 2.659
H -23.432 17.410 3.514
H -24.552 17.307 2.216
H -20.169 20.428 3.497
H -21.892 20.493 3.016
H -20.593 20.183 1.901
C -20.900 17.518 10.081
O -21.708 17.099 11.213
P -22.686 15.838 11.063
O -22.056 14.579 10.613
O -23.403 15.732 12.486
C -22.655 15.720 13.683
O -23.799 16.385 10.059
C -24.631 17.477 10.449
H -20.070 17.995 10.593
H -21.479 18.266 9.539
H -20.668 16.696 9.408
H -21.577 15.791 13.530
H -22.845 14.829 14.283
H -22.925 16.577 14.304
H -25.521 17.052 10.924
H -24.920 18.043 9.570
H -24.243 18.081 11.273
C -12.216 11.766 16.868
O -13.353 11.588 16.048
P -14.075 12.870 15.400
O -13.135 13.742 14.675
O -15.280 12.123 14.617
C -16.208 12.971 13.929
O -14.784 13.578 16.651
C -15.884 13.115 17.380
H -12.291 11.246 17.822
H -11.926 12.798 17.079
H -11.367 11.355 16.317
H -16.917 13.341 14.677
H -16.687 12.417 13.134
H -15.770 13.907 13.566
H -15.636 12.921 18.424
H -16.243 12.121 17.075
H -16.747 13.758 17.200
C -13.781 14.119 1.696
O -14.135 15.177 2.594
P -15.570 15.073 3.304
O -16.772 15.209 2.483
O -15.481 13.684 4.087
C -16.636 13.025 4.655
O -15.366 16.242 4.397
C -14.289 16.132 5.340
H -14.616 13.848 1.042
H -13.537 13.216 2.253
H -13.006 14.415 0.994
H -16.190 12.536 5.518
H -17.104 12.306 3.988
H -17.399 13.719 5.006
H -13.398 16.431 4.783
H -13.981 15.116 5.603
H -14.375 16.677 6.277
C -17.638 18.052 6.092
O -18.137 19.385 6.074
P -19.422 19.747 6.946
O -19.793 21.165 6.997
O -20.427 18.661 6.311
C -21.777 18.641 6.704
O -19.151 19.081 8.408
C -17.962 19.478 9.077
H -17.796 17.525 7.041
H -16.567 18.016 5.920
H -18.144 17.342 5.434
H -22.073 19.470 7.349
H -21.996 17.745 7.302
H -22.489 18.493 5.890
H -17.244 18.663 8.965
H -18.110 19.912 10.062
H -17.393 20.241 8.527
C -22.299 19.473 13.426
O -21.280 19.302 14.376
P -19.756 19.125 13.951
O -19.358 19.727 12.668
O -19.708 17.543 13.939
C -18.514 16.791 14.100
O -18.914 19.571 15.218
C -18.675 20.912 15.583
H -23.035 20.232 13.703
H -22.828 18.523 13.331
H -21.999 19.775 12.420
H -18.138 16.312 13.195
H -18.768 16.052 14.861
H -17.667 17.376 14.469
H -19.135 21.610 14.883
H -17.610 21.110 15.710
H -19.067 21.170 16.570
C -12.439 19.811 7.422
C -13.945 19.569 7.442
O -14.445 19.565 8.798
C -14.609 18.417 9.418
O -14.253 17.329 9.010
O -15.233 18.697 10.547
C -15.572 17.663 11.451
H -12.008 20.209 8.342
H -12.145 20.541 6.666
H -11.850 18.920 7.199
H -14.183 18.687 6.856
H -14.428 20.464 7.059
H -16.262 16.939 10.999
H -16.111 17.914 12.361
H -14.688 17.060 11.663
C -20.604 7.386 12.356
C -20.008 8.769 12.379
O -19.506 8.931 13.721
C -18.748 9.995 14.020
O -18.353 10.741 13.166
O -18.472 10.082 15.303
C -19.276 9.357 16.232
H -20.548 7.001 11.331
H -21.682 7.398 12.534
H -20.203 6.565 12.947
H -20.766 9.500 12.103
H -19.067 8.874 11.833
H -19.315 8.292 16.023
H -20.271 9.806 16.260
H -18.949 9.494 17.262
C -16.930 10.502 9.638
C -16.965 10.761 8.120
O -18.200 10.630 7.456
C -18.360 9.852 6.402
O -17.490 9.292 5.785
O -19.644 9.892 6.060
C -20.034 9.069 4.967
H -16.016 9.985 9.953
H -17.664 9.751 9.928
H -16.888 11.452 10.155
H -16.344 10.022 7.585
H -16.451 11.645 7.758
H -21.083 8.864 4.796
H -19.489 8.128 5.086
H -19.567 9.440 4.050

Question: What is the F_max in the first record?
Answer: 0.0891 hartree/bohr

Question: Among the records above, which one has the highest F_max?
Answer: C3H5NO4